Run i
# C3H6N2P2

An isolated molecule of C3H6N2P2 (ωB97M-V/def2-TZVPD, the OMol25 dataset).

Last column: natural (NBO) charge in e.
Cartesian coordinates (Å):
1 C 0.4210 2.1745 -0.4038  0.264
2 C -0.3940 -0.6676 -0.1588  -0.231
3 C -0.6235 1.6113 0.4218  -0.348
4 N 1.1752 2.6600 -1.1175  -0.307
5 N -1.0879 0.4351 -0.2156  -0.436
6 P -0.8564 -2.1421 -1.0660  0.398
7 P 1.2495 -1.0104 0.7014  0.178
8 H -0.1886 1.3336 1.5109  0.226
9 H -1.4012 2.4015 0.4700  0.253
10 H -0.4248 -2.7613 0.2090  -0.013
11 H -2.0408 -2.2108 -0.5462  -0.032
12 H 1.8345 -1.8441 -0.2667  0.011
13 H 2.3371 0.0202 0.4616  0.036

The value obtained for the lowest unoccupied orbital energy is 0.00740 Ha. The SMILES is N#CCN=C(P)P. The spin multiplicity is 1. Its frontier orbital gap is 9.63 eV.

Run ii
# C3H6N2P2

An isolated molecule of C3H6N2P2 (ωB97M-V/def2-TZVPD, the OMol25 dataset).

Last column: natural (NBO) charge in e.
Cartesian coordinates (Å):
1 C -2.7454 0.3801 0.0541  -0.365
2 C -1.5080 0.5117 -0.4821  -0.218
3 C -0.3817 -0.4564 -0.2418  -0.702
4 N 2.2321 1.0306 -0.7696  -1.226
5 N 2.1578 -1.2394 0.2463  -1.221
6 P 2.8650 0.3897 0.7774  0.888
7 P 1.1987 -0.2309 -0.7135  1.654
8 H -3.3710 1.2351 -0.1889  0.203
9 H -3.0705 -0.4268 0.6133  0.194
10 H -1.3513 1.4713 -0.8867  0.214
11 H 1.7093 0.7243 1.6853  -0.094
12 H -0.5956 -1.4952 -0.0365  0.258
13 H 2.8607 -1.8940 -0.0574  0.415

The value obtained for the lowest unoccupied orbital energy (spin up / spin down) is -0.03132 / -0.03132 Ha. The SMILES is C=CC=[P@@]12N=[P@@H]1N2. The spin multiplicity is 1. Its frontier orbital gap (spin up / spin down) is 7.69 / 7.69 eV.

Relative energies, in hartree, with the most stable structure set to zero: run i 0.0000; run ii 0.0076.

Run i
# CH3N2O2

A cluster of 2 separate species, CH3N2O2 in total (ωB97M-V/def2-TZVPD, the OMol25 dataset).

Last column: natural (NBO) charge in e.
Cartesian coordinates (Å):
1 C -0.6441 -0.5930 -0.0620  0.149
2 N -2.8465 0.0051 0.0319  0.674
3 N 0.0663 0.4256 0.0352  -0.674
4 O -2.5151 1.1378 -0.1025  -0.207
5 O -3.6395 -0.8099 0.1632  -0.078
6 H -0.3714 -1.5975 -0.3281  0.219
7 H 1.1537 0.4067 0.0301  0.465
8 H -0.4376 1.3351 0.2768  0.450

Its total charge is +1. The value obtained for the lowest unoccupied orbital energy (spin up / spin down) is -0.23718 / -0.23056 Ha. The spin multiplicity is 1. Its frontier orbital gap (spin up / spin down) is 8.62 / 9.03 eV.

Run ii
# CH3N2O2

A cluster of 2 separate species, CH3N2O2 in total (ωB97M-V/def2-TZVPD, the OMol25 dataset).

Last column: natural (NBO) charge in e.
Cartesian coordinates (Å):
1 C 0.2414 0.2701 -0.5199  -0.150
2 N -0.6696 0.0166 2.2524  0.823
3 N 0.4927 -0.4439 -1.5756  -0.687
4 O -0.7071 1.1436 2.1435  0.017
5 O -0.6147 -1.0683 2.4879  0.037
6 H 0.3392 1.3916 -0.5470  0.158
7 H 0.8186 0.0088 -2.4032  0.385
8 H 0.0994 -1.3185 -1.8381  0.415

Its total charge is +1. The value obtained for the lowest unoccupied orbital energy (spin up / spin down) is -0.24536 / -0.24535 Ha. The spin multiplicity is 1. Its frontier orbital gap (spin up / spin down) is 6.40 / 6.40 eV.

Run iii
# CH3N2O2

The ion CH3N2O2 with charge +1 (ωB97M-V/def2-TZVPD, the OMol25 dataset).

Last column: natural (NBO) charge in e.
Cartesian coordinates (Å):
1 C -0.1942 0.5557 -0.2306  0.296
2 N -1.1349 -0.1491 0.4039  -0.627
3 N 1.2605 -0.3099 -0.3341  0.545
4 O 1.2561 -1.3537 0.2035  -0.263
5 O 2.1172 0.3569 -0.8217  -0.231
6 H -0.2019 1.7480 -0.2138  0.303
7 H -2.0302 0.4004 0.5159  0.474
8 H -1.0725 -1.2483 0.4769  0.503

Its total charge is +1. The value obtained for the lowest unoccupied orbital energy is -0.26992 Ha. The SMILES is [NH2+]=C[N+](=O)[O-]. The spin multiplicity is 1. Its frontier orbital gap is 9.80 eV.

Relative energies, in hartree, with the most stable structure set to zero: run i 0.0400; run ii 0.0733; run iii 0.0000.

Run i
# C2H3NO2S

A structure of composition C2H3NO2S (ωB97M-V/def2-TZVPD, the OMol25 dataset).

Last column: natural (NBO) charge in e.
Cartesian coordinates (Å):
1 C -1.0245 -1.8617 0.2950  0.560
2 C 0.2338 -0.3888 -0.6196  0.110
3 N -1.0382 -0.5122 -0.0869  -0.652
4 O -1.8340 -2.4939 0.9056  -0.526
5 O 1.1324 0.4598 0.5980  -0.831
6 S 0.5226 -2.1193 -0.5431  0.242
7 H 0.3655 0.2685 -1.4055  0.207
8 H -1.7428 0.2269 0.0239  0.426
9 H 1.9794 0.8424 0.3441  0.464

The value obtained for the lowest unoccupied orbital energy is 0.01646 Ha. The spin multiplicity is 1. Its frontier orbital gap is 10.43 eV.

Run ii
# C2H3NO2S

An isolated molecule of C2H3NO2S (ωB97M-V/def2-TZVPD, the OMol25 dataset).

Last column: natural (NBO) charge in e.
Cartesian coordinates (Å):
1 C 0.6541 -0.3921 -0.6045  0.341
2 C 0.5915 -1.3333 1.8926  0.654
3 H -1.8630 1.3712 -1.4474  0.082
4 H 1.3526 -0.5560 -1.6849  0.227
5 H 1.0421 -2.3964 2.0003  0.173
6 N -0.4514 0.4500 -0.3304  -0.550
7 O 0.8732 -1.2244 0.4871  -0.604
8 O -0.0551 -0.5295 2.4877  -0.482
9 S -0.7119 1.4260 -1.7551  0.158

The value obtained for the lowest unoccupied orbital energy is 0.00773 Ha. The SMILES is O=CO/C=N/S. The spin multiplicity is 1. Its frontier orbital gap is 8.89 eV.

Run iii
# C2H3NO2S

An isolated molecule of C2H3NO2S (ωB97M-V/def2-TZVPD, the OMol25 dataset).

Last column: natural (NBO) charge in e.
Cartesian coordinates (Å):
1 C 0.0253 0.1766 -0.5661  0.432
2 C 1.0857 0.7168 -0.0616  -0.618
3 N -0.9994 -0.3789 -0.9047  -0.694
4 O -2.9580 -1.0930 0.3573  -0.877
5 O -2.4323 1.2849 0.7489  -0.889
6 S -2.5242 0.3388 -0.3411  1.625
7 H 1.1597 0.7204 1.0080  0.263
8 H 1.7963 1.3767 -0.6790  0.261
9 H -2.3363 -1.7507 0.2225  0.497

The value obtained for the lowest unoccupied orbital energy is 0.02034 Ha. The spin multiplicity is 1. Its frontier orbital gap is 9.96 eV.

Run iv
# C2H3NO2S

A cluster of 2 separate species, C2H3NO2S in total (ωB97M-V/def2-TZVPD, the OMol25 dataset).

Last column: natural (NBO) charge in e.
Cartesian coordinates (Å):
1 C -0.9291 -0.3358 1.1765  0.638
2 C -0.0941 -0.2252 0.0411  -0.705
3 N -0.2681 -2.3685 2.2178  0.044
4 O -1.9994 -0.2165 1.6068  -0.433
5 O -1.2150 -2.5408 2.9290  -0.255
6 S -0.1280 1.4403 -0.7540  -0.001
7 H -0.4192 -1.1217 -0.5489  0.294
8 H 1.0066 -0.5326 0.2894  0.285
9 H -1.2249 1.0226 -1.4124  0.134

The value obtained for the lowest unoccupied orbital energy (spin up / spin down) is -0.00208 / -0.00620 Ha. The spin multiplicity is 1. Its frontier orbital gap (spin up / spin down) is 7.00 / 6.83 eV.

Relative energies, in hartree, with the most stable structure set to zero: run i 0.0000; run ii 0.0861; run iii 0.0392; run iv 0.1314.

Run i
# C3H11NO2

A cluster of 3 separate species, C3H11NO2 in total (ωB97M-V/def2-TZVPD, the OMol25 dataset).

Last column: natural (NBO) charge in e.
Cartesian coordinates (Å):
1 C 1.4514 1.2252 -0.3686  -0.603
2 C -0.0237 0.8280 -0.2731  -0.320
3 C -0.2361 -0.2289 -2.4428  -0.008
4 N -0.4718 -0.1299 -1.2343  0.011
5 H 1.7153 2.0035 0.3463  0.275
6 H 2.1682 0.4247 -0.2084  0.242
7 H 1.6476 1.6080 -1.3784  0.219
8 H -0.6867 1.6825 -0.2797  0.276
9 H -0.1567 0.3654 0.7245  0.325
10 H 0.2488 0.4055 -3.1943  0.286
11 H -0.7216 -1.0651 -2.9863  0.270
12 H -0.2387 -1.9042 0.4046  0.456
13 H -1.5891 -2.5038 0.8094  0.494
14 O -0.8089 -2.0877 1.1629  -0.931
15 H -0.8125 -0.0002 3.6883  0.481
16 H -0.4961 -0.7082 2.4874  0.478
17 O -0.9896 0.0850 2.7426  -0.949

Its total charge is +1. The value obtained for the lowest unoccupied orbital energy (spin up / spin down) is -0.19025 / -0.32570 Ha. The spin multiplicity is 2. Its frontier orbital gap (spin up / spin down) is 9.31 / 5.58 eV.

Run ii
# C3H11NO2

A cluster of 3 separate species, C3H11NO2 in total (ωB97M-V/def2-TZVPD, the OMol25 dataset).

Last column: natural (NBO) charge in e.
Cartesian coordinates (Å):
1 C 1.0918 1.3713 -0.1185  -0.704
2 C 0.3823 0.6158 0.9330  0.281
3 C 0.9204 -0.3793 1.7385  -0.118
4 N -0.9384 0.7982 1.0120  -0.602
5 H 1.9081 1.9804 0.2175  0.279
6 H 0.4414 2.0765 -0.6318  0.243
7 H 1.5231 0.7139 -0.8658  0.289
8 H 0.2900 -0.9174 2.4318  0.215
9 H 1.9622 -0.6577 1.8140  0.239
10 H -1.3018 1.7206 0.8070  0.430
11 H -1.6244 0.1656 1.3823  0.440
12 H -1.7968 -0.2695 -2.4069  0.486
13 H -1.1037 0.0025 -1.1672  0.449
14 O -1.9259 -0.4011 -1.4537  -0.929
15 H -0.5907 -2.1074 -0.8673  0.478
16 H 0.4039 -2.4185 -1.8916  0.479
17 O 0.3586 -2.2941 -0.9333  -0.954

Its total charge is +1. The value obtained for the lowest unoccupied orbital energy (spin up / spin down) is -0.14324 / -0.26827 Ha. The spin multiplicity is 2. Its frontier orbital gap (spin up / spin down) is 11.11 / 7.71 eV.

Relative energies, in hartree, with the most stable structure set to zero: run i 0.0693; run ii 0.0000.

Run i
# H2N3O2

A cluster of 2 separate species, H2N3O2 in total (ωB97M-V/def2-TZVPD, the OMol25 dataset).

Last column: natural (NBO) charge in e.
Cartesian coordinates (Å):
1 N 0.2509 -1.4582 -0.8741  -0.265
2 N 0.0074 -0.3683 -0.3626  -0.422
3 N 2.6047 -0.8060 -0.1353  0.253
4 O 3.6893 -1.4198 -0.0546  -0.564
5 O 2.4657 0.3411 0.3395  -0.607
6 H 0.1885 0.5512 -0.8379  0.305
7 H -0.0638 -0.2181 0.6771  0.300

Its total charge is -1. The value obtained for the lowest unoccupied orbital energy is 0.17283 Ha. The spin multiplicity is 1. Its frontier orbital gap is 7.56 eV.

Run ii
# H2N3O2

A cluster of 2 separate species, H2N3O2 in total (ωB97M-V/def2-TZVPD, the OMol25 dataset).

Last column: natural (NBO) charge in e.
Cartesian coordinates (Å):
1 N 0.6387 0.9451 -0.0533  -0.089
2 N -1.7440 0.3905 -0.3591  -0.921
3 N 1.2445 -0.1238 0.0621  0.474
4 O 2.4901 0.1717 0.2086  -0.551
5 O 0.8751 -1.2774 -0.0014  -0.523
6 H -2.0794 0.4600 0.5488  0.289
7 H -1.4251 -0.5660 -0.4057  0.320

Its total charge is -1. The value obtained for the lowest unoccupied orbital energy (spin up / spin down) is 0.12773 / 0.12770 Ha. The spin multiplicity is 1. Its frontier orbital gap (spin up / spin down) is 7.18 / 7.18 eV.

Relative energies, in hartree, with the most stable structure set to zero: run i 0.0000; run ii 0.0722.

Run i
# C3H11N2

A cluster of 2 separate species, C3H11N2 in total (ωB97M-V/def2-TZVPD, the OMol25 dataset).

Last column: natural (NBO) charge in e.
Cartesian coordinates (Å):
1 C -0.9673 -1.6649 -0.7038  -0.192
2 C -0.6048 -0.9614 0.3909  -0.018
3 N -1.1009 0.2542 0.8393  -0.276
4 C -0.1513 1.2185 1.4113  -0.495
5 H -1.6802 -1.1567 -1.3901  0.245
6 H -0.6606 -2.6651 -0.8738  0.279
7 H 0.1690 -1.3928 1.0271  0.256
8 H -1.8203 0.7190 0.2759  0.439
9 H -0.7493 1.7717 2.1691  0.306
10 H 0.6466 0.6816 1.9688  0.258
11 H 0.2715 1.9665 0.7519  0.239
12 N 1.3443 0.2514 -1.2027  -0.882
13 H 0.9623 0.9433 -0.5362  0.438
14 H 2.1881 -0.1928 -0.7595  0.478
15 H 0.5642 -0.4661 -1.2752  0.438
16 H 1.5888 0.6937 -2.0931  0.486

Its total charge is +2. The value obtained for the lowest unoccupied orbital energy (spin up / spin down) is -0.31643 / -0.46845 Ha. The spin multiplicity is 2. Its frontier orbital gap (spin up / spin down) is 11.84 / 8.78 eV.

Run ii
# C3H11N2

A cluster of 2 separate species, C3H11N2 in total (ωB97M-V/def2-TZVPD, the OMol25 dataset).

Last column: natural (NBO) charge in e.
Cartesian coordinates (Å):
1 C -0.7195 -2.6232 0.4477  -0.399
2 N -1.2067 -1.1704 0.3515  -0.690
3 H -0.8568 -2.9222 1.4833  0.254
4 H -1.3642 -3.1867 -0.2131  0.263
5 H 0.3489 -2.5938 0.2758  0.241
6 H -2.2262 -1.1273 0.2404  0.464
7 H -0.6769 -0.4237 -0.1324  0.429
8 H -1.1825 -0.7350 1.2863  0.433
9 C 0.4472 1.5550 -1.4729  -0.478
10 C 1.2709 1.7153 0.7866  0.076
11 N 0.6679 1.0644 -0.0902  -0.069
12 H -0.1586 2.4641 -1.5055  0.318
13 H -0.0613 0.7724 -2.0389  0.262
14 H 1.4232 1.6494 -1.9411  0.282
15 H 1.8198 1.1923 1.5844  0.298
16 H 1.3944 2.8102 0.8125  0.317

Its total charge is +2. The value obtained for the lowest unoccupied orbital energy (spin up / spin down) is -0.35832 / -0.49283 Ha. The spin multiplicity is 2. Its frontier orbital gap (spin up / spin down) is 12.33 / 8.87 eV.

Relative energies, in hartree, with the most stable structure set to zero: run i 0.0000; run ii 0.0340.

Run i
# C3H11N2

A cluster of 2 separate species, C3H11N2 in total (ωB97M-V/def2-TZVPD, the OMol25 dataset).

Last column: natural (NBO) charge in e.
Cartesian coordinates (Å):
1 C -2.3168 0.1359 -0.9463  -0.470
2 N -1.6069 0.5910 0.2710  -0.427
3 H -2.9376 -0.7396 -0.7999  0.283
4 H -1.6555 0.0359 -1.8055  0.294
5 H -3.0482 0.9259 -1.2485  0.361
6 H -2.1939 0.4178 1.0932  0.464
7 H -0.1721 0.1070 0.1489  0.393
8 H -1.4769 1.6350 0.2269  0.463
9 C 2.1530 0.6861 0.2068  -0.441
10 C 1.1948 -1.4574 0.3974  0.149
11 N 0.9542 -0.2195 0.1743  -0.361
12 H 2.2406 1.1346 1.2578  0.271
13 H 3.1032 0.2775 -0.1328  0.284
14 H 1.8589 1.3695 -0.5585  0.240
15 H 0.4457 -2.2365 0.1843  0.245
16 H 2.2187 -1.7151 0.5701  0.254

Its total charge is +2. The value obtained for the lowest unoccupied orbital energy (spin up / spin down) is -0.33160 / -0.54515 Ha. The spin multiplicity is 2. Its frontier orbital gap (spin up / spin down) is 12.52 / 6.64 eV.

Run ii
# C3H11N2

The ion C3H11N2 with charge +2 (ωB97M-V/def2-TZVPD, the OMol25 dataset).

Last column: natural (NBO) charge in e.
Cartesian coordinates (Å):
1 C -1.1924 -0.8604 0.3584  -0.157
2 C 0.1661 -0.2998 1.1572  -0.423
3 C 1.2905 -0.0951 0.2083  -0.277
4 N 1.0857 0.8543 -1.0107  -0.492
5 N -1.4698 0.2425 -0.6311  -0.701
6 H -1.8919 -0.8958 1.1141  0.288
7 H -0.7396 -1.7599 -0.2065  0.276
8 H -0.2050 0.6637 1.6466  0.260
9 H 0.2230 -0.8629 2.0949  0.330
10 H 2.1761 0.2597 0.6906  0.362
11 H 1.7008 -0.9137 -0.3071  0.249
12 H 1.4533 1.6800 -0.5993  0.436
13 H -0.5200 0.4729 -1.1820  0.432
14 H 1.8382 0.4596 -1.6068  0.448
15 H -1.8017 1.1734 -0.3188  0.474
16 H -2.1133 -0.1186 -1.4076  0.494

Its total charge is +2. The value obtained for the lowest unoccupied orbital energy (spin up / spin down) is -0.28372 / -0.55051 Ha. The spin multiplicity is 2. Its frontier orbital gap (spin up / spin down) is 14.02 / 6.69 eV.

Relative energies, in hartree, with the most stable structure set to zero: run i 0.0000; run ii 0.0065.

Run i
# C2H4N2O2S

An isolated molecule of C2H4N2O2S (ωB97M-V/def2-TZVPD, the OMol25 dataset).

Last column: natural (NBO) charge in e.
Cartesian coordinates (Å):
1 C 0.2977 -0.4434 -0.0818  0.624
2 C -1.8599 -0.1970 0.2980  0.188
3 H 3.7093 -0.4701 -0.3466  0.121
4 H 0.4869 1.5042 -0.6821  0.396
5 H -1.6929 -0.1240 1.4198  0.171
6 H -2.8144 -0.4940 -0.1697  0.213
7 N 1.4927 -0.8916 -0.1597  -0.639
8 N -0.0215 0.9579 0.0344  -0.381
9 O -1.4185 1.0425 -0.2489  -0.375
10 O -0.8682 -1.1512 -0.1633  -0.477
11 S 2.6887 0.2668 0.0999  0.160

The value obtained for the lowest unoccupied orbital energy is 0.02943 Ha. The SMILES is S/N=C1\NOCO1. The spin multiplicity is 1. Its frontier orbital gap is 9.35 eV.

Run ii
# C2H4N2O2S

An isolated molecule of C2H4N2O2S (ωB97M-V/def2-TZVPD, the OMol25 dataset).

Last column: natural (NBO) charge in e.
Cartesian coordinates (Å):
1 C -0.1756 0.6720 -0.1491  0.635
2 C 1.3689 -0.7815 0.7301  -0.209
3 H -1.9620 -0.9796 -1.5013  0.484
4 H -1.7189 1.5461 -0.8275  0.380
5 H 1.8379 -1.6424 0.3189  0.211
6 H 1.0654 -1.0446 1.7520  0.184
7 N -1.2102 0.6853 -0.8636  -0.311
8 N 0.5103 1.4840 0.6104  -0.689
9 O -2.1963 -0.2839 -0.7391  -0.527
10 O 0.3323 -0.5666 -0.2024  -0.509
11 S 2.1483 0.9112 0.8716  0.351

The value obtained for the lowest unoccupied orbital energy is 0.02057 Ha. The SMILES is ONC1=NSCO1. The spin multiplicity is 1. Its frontier orbital gap is 8.78 eV.

Relative energies, in hartree, with the most stable structure set to zero: run i 0.0000; run ii 0.0279.